{"formula": "C22H48Br20O2PS", "method": "ωB97M-V/def2-TZVPD", "symbols": ["S", "P", "O", "C", "C", "O", "H", "H", "H", "H", "H", "H", "H", "H", "Br", "C", "C", "Br", "H", "H", "H", "H", "Br", "C", "C", "Br", "H", "H", "H", "H", "Br", "C", "C", "Br", "H", "H", "H", "H", "Br", "C", "C", "Br", "H", "H", "H", "H", "Br", "C", "C", "Br", "H", "H", "H", "H", "Br", "C", "C", "Br", "H", "H", "H", "H", "Br", "C", "C", "Br", "H", "H", "H", "H", "Br", "C", "C", "Br", "H", "H", "H", "H", "Br", "C", "C", "Br", "H", "H", "H", "H", "Br", "C", "C", "Br", "H", "H", "H", "H"], "positions_angstrom": [[-1.657, 2.296, -2.051], [0.547, 1.802, -1.817], [0.189, 0.136, -1.796], [1.314, -0.478, -2.358], [2.475, 0.053, -1.525], [2.303, 1.503, -1.595], [-1.620, 3.636, -2.167], [0.339, 1.996, -0.416], [0.839, 3.237, -1.836], [0.649, 1.889, -3.240], [1.536, -0.059, -3.357], [1.251, -1.561, -2.486], [3.348, -0.186, -2.144], [2.516, -0.342, -0.512], [4.436, -3.439, -1.441], [3.303, -5.018, -1.333], [2.361, -5.106, -2.502], [0.876, -3.863, -2.313], [2.789, -4.970, -0.380], [3.989, -5.863, -1.330], [1.906, -6.094, -2.548], [2.842, -4.885, -3.451], [2.456, -8.998, -2.347], [4.297, -8.842, -2.958], [5.270, -9.337, -1.921], [5.502, -8.053, -0.478], [4.456, -7.801, -3.222], [4.353, -9.455, -3.855], [6.260, -9.458, -2.356], [4.958, -10.271, -1.465], [6.068, -1.260, 1.518], [6.617, 0.604, 1.334], [5.427, 1.526, 1.394], [4.361, 1.509, -0.246], [7.165, 0.675, 0.400], [7.296, 0.789, 2.166], [5.760, 2.555, 1.522], [4.742, 1.265, 2.198], [-5.341, 3.609, -2.578], [-5.487, 5.272, -1.581], [-4.556, 6.324, -2.120], [-2.725, 5.984, -1.566], [-5.297, 5.030, -0.543], [-6.523, 5.582, -1.695], [-4.805, 7.302, -1.711], [-4.557, 6.377, -3.205], [-7.621, 4.359, 0.787], [-8.046, 2.638, -0.021], [-7.627, 1.495, 0.865], [-5.706, 1.213, 0.798], [-7.558, 2.619, -0.991], [-9.126, 2.645, -0.157], [-8.069, 0.564, 0.514], [-7.892, 1.652, 1.906], [-7.722, 0.871, -3.372], [-6.847, 0.891, -5.108], [-6.439, -0.493, -5.539], [-4.858, -1.097, -4.588], [-6.005, 1.572, -5.026], [-7.582, 1.306, -5.795], [-6.164, -0.494, -6.592], [-7.216, -1.231, -5.366], [2.499, -2.954, 4.369], [3.026, -1.084, 4.202], [1.839, -0.159, 4.267], [0.820, -0.140, 2.612], [3.584, -0.998, 3.273], [3.694, -0.902, 5.041], [2.174, 0.865, 4.406], [1.144, -0.421, 5.059], [-2.225, 6.357, 2.145], [-0.423, 6.916, 2.609], [0.172, 7.802, 1.547], [0.732, 6.768, 0.000], [0.156, 6.011, 2.770], [-0.521, 7.457, 3.550], [1.075, 8.284, 1.916], [-0.524, 8.556, 1.192], [1.835, 2.160, 7.407], [2.738, 3.766, 6.782], [1.930, 4.493, 5.741], [2.017, 3.609, 4.013], [3.711, 3.456, 6.414], [2.865, 4.385, 7.668], [2.337, 5.489, 5.576], [0.879, 4.571, 6.001], [-1.040, -9.376, 0.073], [-1.031, -7.632, 0.943], [0.009, -6.724, 0.348], [1.799, -7.192, 0.952], [-0.878, -7.809, 2.002], [-2.027, -7.225, 0.782], [-0.146, -5.699, 0.676], [0.025, -6.753, -0.738]], "lowdin_charge": [0.252, 0.240, -0.381, -0.345, -0.412, -0.590, -0.341, -0.030, -0.058, -0.017, 0.099, -0.028, 0.077, 0.062, 0.636, -0.741, -0.686, 0.750, -0.005, -0.027, -0.001, 0.052, 0.631, -0.678, -0.682, 0.651, 0.050, 0.056, 0.056, 0.050, 0.601, -0.683, -0.669, 0.914, 0.046, 0.047, 0.050, 0.032, 0.633, -0.736, -0.682, 0.630, -0.002, 0.030, 0.053, 0.046, 0.669, -0.696, -0.703, 0.629, -0.042, 0.057, 0.054, 0.044, 0.609, -0.690, -0.713, 0.631, 0.036, 0.055, 0.054, 0.043, 0.583, -0.698, -0.739, 0.638, 0.001, 0.055, -0.040, 0.040, 0.602, -0.709, -0.704, 0.619, 0.019, 0.050, 0.050, 0.047, 0.625, -0.694, -0.692, 0.688, 0.050, 0.053, 0.055, 0.051, 0.588, -0.686, -0.677, 0.631, 0.049, 0.060, 0.065, 0.037], "charge": -1, "orbital_gap_ha": 0.2045, "molar_mass_g_mol": 2005.745, "homo_energy_ev": -3.913}